This record from the OMol25 dataset describes a gas-phase ion, C3H8NO2 (charge +1) at a distorted geometry. The level of theory is wB97M-V/def2-TZVPD.

Structure (ORCA input):
```
! wB97M-V def2-TZVPD RIJCOSX def2/J DEFGRID3
* xyz 1 3
C 0.753 -0.430 0.796
C 0.636 -0.078 -0.631
C -0.663 0.296 -1.175
N -1.491 0.369 -0.045
O 2.053 -0.770 1.099
O 1.704 -0.165 -1.329
H 0.395 0.430 1.345
H 0.082 -1.229 0.924
H -0.958 -0.661 -1.654
H -0.477 1.229 -1.781
H 2.007 -1.272 1.870
H -1.866 1.302 0.168
H -2.191 -0.351 0.042
H 2.270 -0.756 -0.692
*
```

Properties
Calculated total energy   -323.887491 Eh
Energy relative to the best compared isomer or geometry (same formula, charge and spin)   29.5 kcal/mol
HOMO-LUMO gap (alpha / beta)   7.2 / 6.8 eV
Lowest unoccupied orbital energy (alpha / beta)   -3.752 / -8.928 eV

These are the Mulliken partial charges, in e, on atoms 1 to 4: C -0.266; C 0.025; C -0.164; N -0.177